1.
A single C6H8N4O molecule at a distorted geometry. Source: the OMol25 dataset; level of theory: ωB97M-V with the def2-TZVPD basis set.

As for the SMILES: NNC(=O)Nc1cccnc1. Its maximum force is 14.709 eV Å⁻¹. The spin multiplicity is 1. The calculation puts the frontier orbital gap at 9.19 eV. The total charge is 0.

```
19
Properties=species:S:1:pos:R:3:forces:R:3:lowdin_charge:R:1
N -4.079013 0.052099 -0.037575 -1.41 -5.69 4.35 0.044
N -2.893662 -0.697985 0.072652 0.44 4.54 2.11 -0.003
C -1.684318 0.091518 0.038266 -1.34 -8.04 -0.73 -0.566
O -1.713694 1.232601 -0.043633 0.36 5.89 0.10 0.155
N -0.574796 -0.748034 -0.027668 0.36 -4.12 0.89 0.098
C 0.749375 -0.265392 -0.038075 0.07 -2.45 1.13 -0.203
C 1.131767 1.018156 0.028230 2.97 -0.01 -0.87 0.020
C 2.517382 1.296681 -0.004379 -5.43 -12.75 -0.44 -0.034
C 3.416340 0.294857 0.027383 3.30 -1.87 -0.21 -0.131
N 3.045985 -1.013494 -0.039494 2.15 1.18 0.69 0.067
C 1.799140 -1.260466 0.033037 -0.81 7.41 -0.44 -0.105
H -4.004446 0.783370 -0.544685 1.33 5.89 -5.42 -0.019
H -4.356448 0.506350 0.818221 0.16 -0.77 0.98 0.086
H -2.999760 -1.528297 -0.368804 0.21 -2.88 -1.58 0.068
H -0.660148 -1.983514 0.196003 0.06 5.53 -0.91 0.281
H 0.572304 1.844430 -0.120864 -2.43 2.11 0.03 0.078
H 2.889571 2.074110 0.088519 5.28 13.68 1.18 -0.017
H 4.607194 0.408086 0.088916 -2.95 0.23 -0.25 0.150
H 1.593575 -2.165582 -0.090416 -2.33 -7.88 -0.61 0.032
```
Positions in Å, forces in eV/Å.


2.
2 unconnected molecules or ions with the total composition C6H8N4O at a distorted geometry. Source: the OMol25 dataset; level of theory: ωB97M-V with the def2-TZVPD basis set.

Its maximum force is 3.686 eV Å⁻¹. The spin multiplicity is 1. The calculation puts the frontier orbital gap at 7.08 eV. The total charge is 0.

```
19
Properties=species:S:1:pos:R:3:forces:R:3:lowdin_charge:R:1
C -3.260866 -0.327361 0.212705 0.34 -0.83 -1.18 -0.187
C -2.018513 -0.985289 0.131139 -0.68 -1.95 0.24 -0.171
C 1.632277 1.399416 -0.208519 1.40 2.08 1.92 -0.533
C 1.544420 -1.178218 0.681523 -1.67 -0.74 -0.87 -0.070
C 1.652557 -1.348085 -0.824566 -0.38 0.02 -0.76 -0.046
C 1.287929 -0.027707 -0.170772 -1.71 -1.62 -1.29 0.053
N -3.014268 0.967130 0.019363 -0.79 0.90 0.72 -0.031
N -1.734782 1.145422 -0.052978 0.44 0.59 -0.77 -0.117
N -1.132295 -0.014434 -0.062268 2.71 -0.19 0.44 -0.026
N 0.714940 2.324717 -0.036859 2.50 2.63 0.65 0.199
O 2.811344 1.725358 -0.071694 0.46 -1.80 -0.85 0.068
H -4.295132 -0.650829 0.100603 0.50 -0.31 0.55 0.088
H -1.730891 -2.077104 0.212045 -0.47 1.62 -0.21 0.110
H 0.577564 -1.488020 1.098814 0.56 -0.22 -0.01 0.112
H 2.390199 -1.396303 1.256743 1.14 0.49 1.00 0.107
H 2.663959 -1.316015 -1.268400 -0.39 0.20 0.53 0.124
H 1.024041 -2.062326 -1.452588 0.28 1.56 1.13 0.141
H -0.213068 2.075896 0.028876 -3.19 -0.24 0.10 -0.010
H 1.100580 3.233743 0.406825 -1.06 -2.21 -1.37 0.189
```
Positions in Å, forces in eV/Å.


3.
A single C6H8N6O molecule at a distorted geometry. Source: the OMol25 dataset; level of theory: ωB97M-V with the def2-TZVPD basis set.

As for the SMILES: CO/N=c1/nc(N)[nH]c2nc[nH]c12. Its maximum force is 4.872 eV Å⁻¹. The spin multiplicity is 1. The calculation puts the frontier orbital gap at 8.10 eV. The total charge is 0.

```
21
Properties=species:S:1:pos:R:3:forces:R:3:lowdin_charge:R:1
C -2.587022 -0.914911 -2.622993 -0.23 0.36 -0.27 -0.111
O -1.964523 -0.735710 -1.354297 0.63 -0.40 0.67 -0.223
N -1.048154 0.310475 -1.461248 1.52 1.78 -0.57 0.058
C -0.143851 0.488219 -0.521082 -3.86 -2.36 -1.80 -0.298
N 0.749265 1.513982 -0.658799 0.44 -0.45 0.40 0.169
C 1.740436 1.552215 0.179783 -1.76 -0.19 -0.49 -0.458
N 2.589482 2.577252 0.052095 1.17 0.93 -0.10 0.148
N 1.921900 0.698921 1.216917 1.30 0.70 0.31 0.165
C 0.945403 -0.185171 1.489346 -0.96 -1.97 1.40 -0.285
N 0.917995 -1.010667 2.620740 0.36 0.74 -1.09 0.112
C -0.145115 -1.753758 2.454887 -0.63 1.42 -2.19 -0.145
N -0.775589 -1.421966 1.226507 -1.57 -0.96 1.02 0.105
C -0.091324 -0.378519 0.630226 1.39 -0.32 1.95 -0.121
H -3.494233 -1.473425 -2.412498 -0.13 -0.07 0.04 0.072
H -2.864207 0.076151 -3.034231 0.25 -0.55 0.12 0.083
H -2.008169 -1.500314 -3.377442 0.05 0.55 0.74 0.087
H 3.539722 2.345940 0.279176 0.33 0.32 -0.07 0.101
H 2.436756 3.037199 -0.838223 0.30 0.04 0.22 0.114
H 2.542402 0.909343 1.972515 0.38 0.28 0.11 0.156
H -0.512439 -2.475870 3.179826 -0.05 0.13 -0.50 0.118
H -1.748734 -1.659383 0.978795 1.09 0.03 0.10 0.154
```
Positions in Å, forces in eV/Å.


4.
A single C6H8NO2PS molecule at a distorted geometry. Source: the OMol25 dataset; level of theory: ωB97M-V with the def2-TZVPD basis set.

As for the SMILES: CC(C)(OP=O)c1cscn1. Its maximum force is 4.991 eV Å⁻¹. The spin multiplicity is 1. The calculation puts the frontier orbital gap at 9.35 eV. The total charge is 0.

```
19
Properties=species:S:1:pos:R:3:forces:R:3:lowdin_charge:R:1
C 0.591247 -1.195140 -1.250061 0.81 -0.19 0.39 -0.009
C 0.509367 -0.244217 -0.059098 0.08 1.05 0.12 -0.526
C 0.749995 -0.923457 1.291793 -3.11 2.79 -0.37 -0.040
O 1.462783 0.859681 -0.248419 -0.07 -0.52 0.38 -0.328
P 3.018696 0.701299 0.168630 -1.45 -1.75 -0.06 0.836
O 3.572497 2.012764 0.045882 1.43 2.29 -0.16 -0.405
C -0.857025 0.411255 -0.035270 -1.15 0.64 -0.02 -0.350
C -1.189809 1.680330 0.384861 2.22 -1.69 0.56 -0.394
S -2.829413 1.956216 0.255878 -0.99 -0.41 -0.32 0.994
C -3.054612 0.311065 -0.407757 0.32 1.98 0.48 -0.390
N -1.932852 -0.308417 -0.442652 -0.16 -1.41 -1.01 0.010
H 1.487557 -1.101085 -1.842604 0.47 0.71 -0.06 0.077
H 0.695987 -2.212521 -0.915807 -0.72 -0.59 0.18 0.086
H -0.238032 -1.026526 -1.896204 -0.60 -0.35 -0.45 0.070
H 1.646759 -1.330759 1.277504 3.85 -3.17 -0.21 -0.001
H -0.126485 -1.511895 1.454255 -0.08 -0.99 0.42 0.099
H 0.882596 -0.233419 2.122566 -0.67 0.62 -0.05 0.097
H -0.376628 2.113118 0.961573 -0.70 1.18 -0.26 0.095
H -4.012626 0.041701 -0.865071 0.52 -0.20 0.44 0.080
```
Positions in Å, forces in eV/Å.


5.
A single C6H8NO2PS molecule at a distorted geometry. Source: the OMol25 dataset; level of theory: ωB97M-V with the def2-TZVPD basis set.

As for the SMILES: CCOC(=O)c1scnc1P. Its maximum force is 5.864 eV Å⁻¹. The spin multiplicity is 1. The calculation puts the frontier orbital gap at 8.31 eV. The total charge is 0.

```
19
Properties=species:S:1:pos:R:3:forces:R:3:lowdin_charge:R:1
C 3.374514 0.846676 0.291098 0.04 1.93 0.45 -0.088
C 2.339986 -0.049415 -0.415394 1.15 -0.47 -2.34 -0.220
O 1.000385 0.462574 -0.252740 0.84 0.12 0.20 -0.037
C 0.134213 -0.317683 0.422081 0.55 0.28 -0.77 -0.551
O 0.386877 -1.446850 0.781792 -0.43 0.65 0.18 0.035
C -1.184318 0.315898 0.410135 -3.55 -2.13 -0.85 -0.393
S -1.756559 1.956148 0.443044 1.00 -0.85 0.01 1.057
C -3.347687 1.421925 0.118226 0.59 1.90 -0.20 -0.481
N -3.443520 0.168180 -0.029789 -3.08 -1.63 -1.06 -0.061
C -2.357482 -0.564064 0.047946 3.95 3.80 2.07 -0.616
P -2.256360 -2.310644 0.050534 0.75 -1.52 0.70 0.887
H 2.939876 1.910136 0.474041 0.21 -1.97 0.03 0.102
H 3.668408 0.392282 1.253954 0.09 0.53 -0.40 0.069
H 4.282784 1.188144 -0.313590 -1.07 -1.35 0.58 0.086
H 2.302934 -1.156698 -0.177750 0.48 1.53 0.15 0.129
H 2.639264 0.013229 -1.536409 -1.15 -0.12 1.62 0.139
H -4.135551 2.154463 -0.108805 0.30 -0.49 0.50 0.086
H -1.129408 -2.324507 -0.852592 -1.03 -0.54 -0.10 -0.049
H -3.458354 -2.659796 -0.605784 0.36 0.32 -0.77 -0.097
```
Positions in Å, forces in eV/Å.


6.
A gas-phase ion, C6H8NO2S (charge -1) at a distorted geometry. Source: the OMol25 dataset; level of theory: ωB97M-V with the def2-TZVPD basis set.

As for the SMILES: CC[C@]1(C(=O)[O-])N=CCS1. Its maximum force is 3.794 eV Å⁻¹. The spin multiplicity is 1. The calculation puts the frontier orbital gap at 7.07 eV. The total charge is -1.

```
18
Properties=species:S:1:pos:R:3:forces:R:3:lowdin_charge:R:1
C -2.011464 -1.139713 -0.284841 0.10 0.49 -0.03 -0.151
C -0.514391 -1.524037 -0.222223 -0.16 -2.71 0.67 -0.269
C 0.426510 -0.378669 -0.020641 1.38 0.82 -0.84 -0.673
C 2.054830 -0.681766 0.076313 -2.85 -1.00 -0.52 -0.798
O 2.755622 0.206468 0.441712 1.82 3.16 1.03 0.009
O 2.272558 -1.815602 -0.245312 1.01 -3.50 -1.05 -0.008
N 0.208174 0.333620 1.109508 -1.21 0.87 3.27 0.038
C 0.289528 1.584829 1.096854 -0.60 0.82 -0.15 -0.206
C 0.463111 2.288456 -0.219814 1.15 -2.95 -0.34 -0.431
S 0.291783 0.911277 -1.362298 -0.67 -0.69 -1.61 0.887
H -2.090366 -0.009527 -0.375125 -0.21 -1.42 -0.15 0.052
H -2.475772 -1.442706 0.682430 -0.08 0.21 -0.90 0.059
H -2.460677 -1.673080 -1.177924 0.05 0.81 1.19 0.072
H -0.227177 -2.032428 -1.170491 -0.01 0.27 0.72 0.102
H -0.420589 -2.371789 0.640725 0.33 2.14 -1.98 0.156
H 0.157649 2.216910 1.971836 0.16 -0.39 0.32 0.101
H -0.193458 3.019910 -0.522810 -1.52 1.90 -0.06 0.026
H 1.474137 2.507840 -0.417891 1.31 1.17 0.44 0.036
```
Positions in Å, forces in eV/Å.


7.
A gas-phase ion, C6H8NO4 (charge -1) at a distorted geometry. Source: the OMol25 dataset; level of theory: ωB97M-V with the def2-TZVPD basis set.

As for the SMILES: C=C(C)C/C(C(=O)[O-])=[N+](/[O-])O. Its maximum force is 4.779 eV Å⁻¹. The spin multiplicity is 1. The calculation puts the frontier orbital gap at 7.99 eV. The total charge is -1.

```
19
Properties=species:S:1:pos:R:3:forces:R:3:lowdin_charge:R:1
C -1.155291 0.536656 -1.324869 -0.85 0.29 -0.53 0.014
C -0.565121 0.417754 -0.135688 1.69 -1.58 -1.67 -0.309
C -1.055014 0.913733 1.184837 0.45 2.14 -3.47 -0.041
C 0.731381 -0.470171 -0.179751 1.17 1.97 -4.19 -0.065
C 2.179578 0.087914 -0.083517 -2.10 1.06 -0.55 -0.080
C 2.497092 1.675368 -0.162924 -0.51 -1.96 0.35 -0.711
O 2.038211 2.143288 0.863085 -0.72 1.27 1.73 -0.007
O 3.010778 2.142435 -1.149662 0.66 0.17 -1.26 0.018
N 3.088386 -0.768481 0.026579 3.28 -2.24 0.28 -0.223
O 4.349056 -0.665959 0.179444 -0.98 0.10 -0.33 -0.091
O 2.683298 -2.259046 0.013067 -3.67 2.52 0.96 -0.016
H -2.047672 1.077277 -1.602541 -0.55 0.49 1.06 0.041
H -0.885488 0.080486 -2.266618 1.14 -0.37 0.29 0.046
H -0.383682 1.727129 1.382878 0.11 0.89 0.48 0.072
H -0.816344 0.209544 1.859494 0.11 -2.56 2.75 0.039
H -2.079926 1.216347 1.067139 -0.42 0.07 0.54 0.078
H 0.884559 -0.973979 -1.245987 -1.16 0.82 2.06 0.154
H 0.736282 -1.226128 0.491059 -0.60 -2.48 2.20 0.056
H 3.420768 -2.750278 -0.221153 2.94 -0.60 -0.69 0.026
```
Positions in Å, forces in eV/Å.


8.
A molecular structure, C6H8NO6S at a distorted geometry. Source: the OMol25 dataset; level of theory: ωB97M-V with the def2-TZVPD basis set.

Its maximum force is 3.978 eV Å⁻¹. The spin multiplicity is 1. The calculation puts the frontier orbital gap at 7.70 eV. The total charge is -1.

```
22
Properties=species:S:1:pos:R:3:forces:R:3:lowdin_charge:R:1
C -2.240821 0.692596 -2.875221 2.37 0.35 -2.15 -0.464
C 1.983361 0.996102 -0.982627 1.13 -0.23 -1.01 -0.520
C 0.627384 -1.228530 1.154172 -0.39 0.53 -1.58 -0.602
C -2.564457 1.984891 -2.231149 -1.20 -0.78 1.35 -0.217
C 1.900878 -2.800590 2.249957 2.17 0.62 2.36 -0.125
C -0.551234 -0.519555 -0.844433 -0.59 -1.95 -0.28 -0.358
N -0.436246 -1.118989 0.310857 -0.19 0.62 0.84 0.141
O 0.354162 -0.268373 -1.700549 -1.25 -0.64 0.85 -0.216
O 2.865597 0.270387 -1.175206 0.52 -0.42 0.49 0.178
O 1.421082 -0.388880 1.528043 0.03 0.49 -0.07 0.056
O 1.253829 1.882485 -0.929902 -0.77 1.60 0.88 0.171
O -0.682004 -0.612187 -4.347347 0.82 -1.55 -1.36 -0.559
O 0.692370 -2.496550 1.610502 0.09 -1.42 0.75 -0.044
S -0.651538 0.544247 -3.476942 -3.58 1.23 1.21 0.935
H -3.095013 2.645329 -2.873944 0.28 1.15 -0.92 0.044
H -3.301910 1.931712 -1.425840 -0.12 -0.70 0.34 0.062
H -1.715231 2.355418 -1.695373 0.73 0.83 -0.24 0.056
H 2.727499 -2.783265 1.571899 0.38 -0.55 -1.18 0.065
H 1.990783 -3.785142 2.846451 -1.07 1.54 -1.09 0.106
H 2.311050 -1.932373 2.885425 -1.34 -1.25 -0.22 0.100
H -1.662203 -0.492990 -1.196343 1.67 0.49 0.37 0.123
H -2.951916 0.113796 -3.483525 0.29 0.05 0.65 0.066
```
Positions in Å, forces in eV/Å.